DFT (wB97M-V/def2-TZVPD) results for 10 unconnected molecules or ions with the total composition C42H77Br2ClN14 in a non-equilibrium geometry.

**Strongest force on any atom**: 6.843 eV/A
**E_HOMO**: -0.54991 Eh
**Frontier orbital gap**: 0.26143 hartree

The geometry in ORCA input format:
```
! wB97M-V def2-TZVPD RIJCOSX def2/J DEFGRID3
* xyz 4 1
C 6.704 6.425 -13.558
C 6.302 5.374 -14.579
N 5.077 4.649 -14.302
C 3.854 5.060 -14.802
C 2.924 4.126 -14.370
N 3.613 3.076 -13.799
C 4.913 3.380 -13.788
C 2.950 1.988 -13.152
H 5.852 7.061 -13.317
H 7.530 7.079 -13.835
H 6.889 5.899 -12.621
H 7.054 4.585 -14.605
H 6.318 5.862 -15.554
H 3.707 5.869 -15.502
H 1.866 4.029 -14.564
H 5.699 2.685 -13.532
H 3.700 1.240 -12.897
H 2.071 1.676 -13.716
H 2.585 2.291 -12.170
C -0.297 -9.496 -9.894
C -0.917 -8.157 -9.589
N -0.068 -6.980 -9.765
C -0.648 -5.698 -9.667
C 0.345 -4.767 -9.722
N 1.554 -5.425 -9.842
C 1.233 -6.799 -10.010
C 2.899 -4.895 -9.990
H 0.089 -9.894 -8.955
H 0.603 -9.504 -10.508
H -0.900 -10.194 -10.473
H -1.240 -8.198 -8.548
H -1.781 -8.107 -10.251
H -1.717 -5.553 -9.622
H 0.287 -3.690 -9.785
H 1.940 -7.615 -10.025
H 2.988 -3.839 -10.246
H 3.333 -5.364 -10.873
H 3.526 -5.140 -9.133
C 6.978 -6.878 -10.541
C 6.670 -5.350 -10.425
N 6.154 -4.832 -11.718
C 5.832 -3.456 -11.902
C 4.907 -3.293 -12.952
N 4.631 -4.615 -13.429
C 5.494 -5.507 -12.764
C 3.574 -4.988 -14.358
H 7.521 -7.254 -9.674
H 7.422 -7.067 -11.519
H 6.112 -7.526 -10.678
H 7.556 -4.764 -10.179
H 5.865 -5.186 -9.708
H 6.199 -2.648 -11.286
H 4.270 -2.461 -13.212
H 5.594 -6.567 -12.946
H 3.278 -4.200 -15.051
H 2.722 -5.450 -13.859
H 4.042 -5.776 -14.947
C 2.592 1.116 -19.010
C 1.890 1.717 -17.799
N 1.089 0.802 -16.928
C 1.610 -0.127 -16.097
C 0.449 -0.613 -15.434
N -0.708 -0.024 -15.892
C -0.247 0.711 -16.937
C -2.042 -0.061 -15.409
H 1.759 0.955 -19.695
H 3.140 0.180 -18.895
H 3.418 1.708 -19.404
H 1.269 2.595 -17.976
H 2.770 1.954 -17.201
H 2.662 -0.221 -15.873
H 0.333 -1.411 -14.716
H -0.856 1.254 -17.645
H -2.264 0.893 -14.930
H -2.175 -0.861 -14.680
H -2.722 -0.319 -16.221
C -4.312 -2.876 -10.176
C -3.993 -2.468 -11.596
N -3.413 -1.110 -11.575
C -4.097 0.083 -11.605
C -3.201 1.168 -11.809
N -1.944 0.576 -11.716
C -2.083 -0.755 -11.502
C -0.630 1.321 -11.824
H -3.448 -3.017 -9.526
H -4.909 -3.788 -10.161
H -4.940 -2.116 -9.710
H -4.879 -2.519 -12.228
H -3.222 -3.121 -12.004
H -5.176 0.039 -11.595
H -3.310 2.237 -11.912
H -1.272 -1.468 -11.491
H -0.623 2.357 -11.485
H -0.461 1.386 -12.899
H 0.234 0.739 -11.503
C 0.051 -7.483 -5.925
C 0.532 -6.543 -4.742
N 1.258 -5.476 -5.328
C 2.634 -5.245 -4.949
C 3.140 -4.131 -5.673
N 2.056 -3.622 -6.372
C 0.904 -4.339 -6.044
C 2.097 -2.382 -7.142
H -0.140 -6.738 -6.697
H -0.701 -8.226 -5.662
H 0.912 -8.058 -6.266
H 1.191 -7.118 -4.092
H -0.194 -6.038 -4.105
H 3.236 -5.920 -4.358
H 4.082 -3.606 -5.733
H -0.089 -4.058 -6.363
H 3.014 -1.793 -7.104
H 1.337 -1.713 -6.740
H 1.748 -2.701 -8.124
C 0.323 5.243 -10.131
C 0.073 4.274 -8.938
N 0.591 2.972 -9.096
C 0.039 1.715 -8.894
C 1.059 0.748 -8.956
N 2.218 1.378 -9.298
C 1.875 2.749 -9.434
C 3.493 0.697 -9.577
H 0.078 4.790 -11.092
H 1.391 5.458 -10.146
H -0.333 6.111 -10.065
H -1.014 4.216 -8.882
H 0.435 4.626 -7.972
H -1.025 1.741 -8.714
H 1.000 -0.319 -8.799
H 2.578 3.567 -9.488
H 3.361 -0.313 -9.965
H 4.148 0.685 -8.705
H 3.988 1.272 -10.360
Cl 5.361 0.074 -14.676
Br 1.638 -1.790 -11.953
Br -1.265 -1.815 -7.972
*
```

These are the Mulliken partial charges, in e, on atoms 1 to 99: atom 1 (C): -1.11, atom 2 (C): -0.53, atom 3 (N): 0.22, atom 4 (C): -0.69, atom 5 (C): -0.51, atom 6 (N): 0.62, atom 7 (C): -0.18, atom 8 (C): -0.15, atom 9 (H): 0.32, atom 10 (H): 0.37, atom 11 (H): 0.31, atom 12 (H): 0.32, atom 13 (H): 0.40, atom 14 (H): 0.43, atom 15 (H): 0.55, atom 16 (H): 0.45, atom 17 (H): 0.31, atom 18 (H): -0.40, atom 19 (H): 0.09, atom 20 (C): -1.32, atom 21 (C): -0.13, atom 22 (N): 0.45, atom 23 (C): -1.57, atom 24 (C): 0.03, atom 25 (N): 0.71, atom 26 (C): -0.44, atom 27 (C): -0.91, atom 28 (H): 0.32, atom 29 (H): 0.31, atom 30 (H): 0.36, atom 31 (H): 0.35, atom 32 (H): 0.33, atom 33 (H): 0.57, atom 34 (H): 0.48, atom 35 (H): 0.46, atom 36 (H): 0.15, atom 37 (H): 0.31, atom 38 (H): 0.35, atom 39 (C): -1.29, atom 40 (C): 0.06, atom 41 (N): 0.29, atom 42 (C): -0.86, atom 43 (C): -0.24, atom 44 (N): 0.30, atom 45 (C): -0.37, atom 46 (C): -0.85, atom 47 (H): 0.39, atom 48 (H): 0.37, atom 49 (H): 0.33, atom 50 (H): 0.35, atom 51 (H): 0.10, atom 52 (H): 0.43, atom 53 (H): 0.53, atom 54 (H): 0.41, atom 55 (H): 0.28, atom 56 (H): 0.27, atom 57 (H): 0.44, atom 58 (C): -1.23, atom 59 (C): -0.32, atom 60 (N): 0.31, atom 61 (C): -0.74, atom 62 (C): -0.52, atom 63 (N): 0.31, atom 64 (C): -0.29, atom 65 (C): -0.93, atom 66 (H): 0.36, atom 67 (H): 0.35, atom 68 (H): 0.38, atom 69 (H): 0.43, atom 70 (H): 0.11, atom 71 (H): 0.57, atom 72 (H): 0.56, atom 73 (H): 0.44, atom 74 (H): 0.37, atom 75 (H): 0.31, atom 76 (H): 0.40, atom 77 (C): -0.93, atom 78 (C): -0.51, atom 79 (N): 0.45, atom 80 (C): -0.64, atom 81 (C): -0.59, atom 82 (N): 0.74, atom 83 (C): -0.58, atom 84 (C): -0.64, atom 85 (H): 0.10, atom 86 (H): 0.41, atom 87 (H): 0.33, atom 88 (H): 0.40, atom 89 (H): 0.25, atom 90 (H): 0.49, atom 91 (H): 0.58, atom 92 (H): 0.43, atom 93 (H): 0.24, atom 94 (H): 0.35, atom 95 (H): -0.20, atom 96 (C): -0.65, atom 97 (C): -0.59, atom 98 (N): 0.34, atom 99 (C): -0.59